(1)
Molecular formula: C23H32Br48N2O4P
Method: DFT, ωB97M-V with the def2-TZVPD basis set

largest force on an atom	3.3	eV/Å
LUMO energy	-3.024	eV
net charge	+1
Kohn-Sham gap	0.29126	Ha
HOMO energy	-0.40239	Ha

```
110
Properties=species:S:1:pos:R:3:mulliken_charge:R:1
N 5.706 0.102 -1.993 -0.67
P 4.342 0.693 -2.431 0.87
O 3.745 1.810 -1.437 -0.45
O 4.448 1.477 -3.815 -0.53
C 3.017 -0.601 -2.665 -0.32
C 3.391 -2.044 -3.011 -0.36
C 1.915 -2.625 -3.196 -0.70
C 1.257 -1.982 -1.949 0.58
C -0.260 -1.842 -1.848 0.00
C -0.864 -0.521 -2.392 -0.93
C -0.238 -0.023 -3.674 0.37
O -0.221 -0.610 -4.730 -0.59
O 0.304 1.236 -3.559 -0.22
N 2.132 -0.815 -1.512 0.90
H 5.525 -0.894 -1.889 0.19
H 3.309 1.389 -0.675 0.21
H 4.472 0.833 -4.537 0.37
H 2.455 -0.277 -3.545 0.13
H 3.850 -2.615 -2.192 -0.16
H 4.012 -2.235 -3.886 0.32
H 1.616 -2.177 -4.142 0.16
H 2.005 -3.706 -3.183 0.48
H 1.491 -2.741 -1.186 -0.27
H -0.532 -1.872 -0.789 0.21
H -0.725 -2.712 -2.307 -0.34
H -0.783 0.254 -1.627 0.44
H -1.916 -0.719 -2.608 0.55
H 1.157 1.283 -4.007 0.23
H 1.524 -0.033 -1.249 0.67
H 2.647 -1.188 -0.701 -0.37
C 4.537 -3.562 0.903 -0.19
Br 6.047 -4.038 1.980 0.02
Br 3.161 -4.908 0.945 -0.01
Br 3.834 -1.822 1.399 0.12
H 4.879 -3.487 -0.121 0.13
C -1.966 -4.001 1.511 0.03
Br -3.293 -3.607 0.172 0.05
Br -0.288 -4.526 0.716 -0.01
Br -1.745 -2.545 2.746 0.08
H -2.325 -4.849 2.075 -0.12
C -1.689 -5.619 -2.852 0.92
Br -0.215 -5.969 -4.046 -0.06
Br -3.375 -5.591 -3.782 -0.03
Br -1.717 -6.832 -1.368 0.01
H -1.537 -4.629 -2.444 -0.74
C -4.821 0.331 3.858 0.90
Br -3.499 1.135 2.718 0.05
Br -6.080 -0.722 2.857 0.01
Br -3.996 -0.688 5.272 0.06
H -5.381 1.125 4.340 -0.83
C -5.549 3.843 6.199 -0.40
Br -4.332 4.682 4.963 -0.01
Br -6.856 2.755 5.287 -0.06
Br -4.602 2.852 7.541 0.12
H -6.092 4.635 6.697 0.26
C 8.506 -0.816 0.485 0.00
Br 8.502 -2.450 -0.536 -0.13
Br 8.754 -1.159 2.366 -0.03
Br 9.786 0.451 -0.187 -0.02
H 7.526 -0.371 0.363 0.12
C 1.107 1.929 2.256 0.30
Br -0.587 2.681 1.782 -0.02
Br 1.709 0.720 0.856 -0.13
Br 2.418 3.263 2.681 0.02
H 0.962 1.322 3.141 -0.34
C -4.960 -8.132 1.363 -0.36
Br -3.626 -7.247 2.444 0.02
Br -5.069 -7.394 -0.412 -0.01
Br -4.675 -10.033 1.322 0.00
H -5.915 -7.962 1.840 0.38
C -0.251 4.443 -5.969 -0.23
Br 1.306 3.897 -4.965 -0.06
Br -1.575 3.046 -6.053 -0.02
Br -0.986 6.083 -5.300 0.04
H 0.077 4.631 -6.983 0.27
C -0.759 -0.158 7.118 0.57
Br 0.289 0.720 5.752 0.06
Br 0.007 -1.849 7.623 0.00
Br -1.040 0.988 8.636 -0.02
H -1.728 -0.361 6.688 -0.59
C -7.548 -3.385 5.880 -0.36
Br -8.900 -2.993 4.565 -0.01
Br -5.898 -3.950 5.057 0.00
Br -7.275 -1.907 7.085 -0.01
H -7.909 -4.215 6.470 0.35
C -1.058 8.341 -9.116 0.04
Br 0.399 9.044 -8.071 0.00
Br -1.198 9.207 -10.827 -0.02
Br -0.944 6.426 -9.296 0.02
H -1.969 8.553 -8.575 -0.05
C 6.063 3.513 3.766 -0.03
Br 7.229 2.745 2.440 0.07
Br 6.773 3.311 5.543 0.00
Br 5.633 5.348 3.368 -0.02
H 5.138 2.957 3.731 -0.03
C -5.290 6.298 -6.112 -0.34
Br -5.201 4.730 -7.226 -0.01
Br -5.001 5.875 -4.256 0.00
Br -4.082 7.669 -6.723 0.01
H -6.291 6.695 -6.198 0.35
C 8.190 -2.174 -4.681 -0.40
Br 7.325 -1.432 -3.111 0.29
Br 6.885 -2.732 -5.995 -0.10
Br 9.473 -0.948 -5.417 -0.03
H 8.734 -3.061 -4.383 0.38
C -7.086 3.825 11.060 -0.35
Br -5.644 4.790 11.892 0.00
Br -7.475 4.508 9.300 0.01
Br -6.752 1.928 11.026 0.00
H -7.969 3.983 11.663 0.34
```

(2)
Molecular formula: C23H32ClN4O11PS2
Method: DFT, ωB97M-V with the def2-TZVPD basis set

largest force on an atom	3.0	eV/Å
LUMO energy	-0.696	eV
SMILES	CCN[C@]1(CCCCN(C)C(C)=O)OS(=O)(=O)O[C@@]1(Cl)P(O)(O)=S.O=[N+]([O-])c1ccccc1.O=[N+]([O-])c1ccccc1
Kohn-Sham gap	0.30479	Ha
HOMO energy	-0.33037	Ha

```
74
Properties=species:S:1:pos:R:3:mulliken_charge:R:1
C 1.786 -1.524 0.424 -1.46
C 0.347 -1.023 0.193 -0.22
N 0.246 0.289 0.882 0.13
C -1.064 0.711 1.192 0.95
C -0.848 2.046 2.008 -1.73
C -1.160 3.407 1.315 -0.51
C 0.146 4.058 0.822 -0.72
C -0.129 5.335 -0.001 -0.95
N 1.060 5.853 -0.685 0.00
C 0.962 7.341 -0.725 -1.04
C 1.147 5.432 -2.041 0.59
C 2.541 5.482 -2.675 -1.12
O 0.233 5.085 -2.708 -0.51
O -1.732 -0.148 2.237 -0.39
S -3.292 0.270 2.205 1.36
O -4.201 -0.808 2.291 -0.63
O -3.630 1.237 3.188 -0.64
O -3.273 1.175 0.804 -0.35
C -2.131 0.678 0.086 -0.37
Cl -2.734 -0.984 -0.397 -0.03
P -1.837 1.504 -1.597 0.83
O -2.826 2.787 -1.748 -0.60
O -2.347 0.492 -2.760 -0.30
S -0.022 1.917 -1.979 -0.34
H 2.038 -2.379 -0.194 0.48
H 2.424 -0.657 0.233 0.32
H 1.867 -1.717 1.503 0.30
H 0.151 -0.904 -0.872 0.15
H -0.346 -1.727 0.665 0.35
H 0.781 0.173 1.737 0.43
H -1.408 2.032 2.939 0.59
H 0.199 2.103 2.298 0.46
H -1.946 3.373 0.565 0.23
H -1.527 4.064 2.108 0.45
H 0.658 4.412 1.725 0.26
H 0.836 3.369 0.338 0.46
H -1.008 5.202 -0.643 0.40
H -0.412 6.091 0.739 0.44
H 1.676 7.717 -1.458 0.39
H 1.213 7.764 0.245 0.29
H -0.047 7.601 -1.065 0.39
H 3.158 4.640 -2.371 0.25
H 2.385 5.506 -3.751 0.35
H 3.008 6.439 -2.432 0.34
H -3.394 2.828 -0.956 0.43
H -3.318 0.563 -2.781 0.34
O 0.218 -2.234 -3.929 -0.61
N -0.060 -3.239 -4.553 1.07
O 0.740 -3.912 -5.176 -0.61
C -1.465 -3.673 -4.557 -0.27
C -2.409 -2.913 -3.890 0.04
C -3.735 -3.313 -3.912 -0.34
C -4.103 -4.464 -4.596 -0.49
C -3.144 -5.221 -5.253 -0.43
C -1.816 -4.826 -5.236 -0.42
H -2.127 -2.015 -3.357 0.49
H -4.484 -2.725 -3.399 0.38
H -5.141 -4.771 -4.616 0.38
H -3.432 -6.119 -5.783 0.38
H -1.072 -5.416 -5.751 0.45
O 3.627 -1.372 4.811 -0.61
N 3.506 -2.228 3.958 1.05
O 3.417 -2.006 2.762 -0.65
C 3.459 -3.630 4.395 0.12
C 3.521 -3.919 5.747 -0.40
C 3.453 -5.240 6.156 -0.41
C 3.329 -6.254 5.216 -0.42
C 3.278 -5.949 3.862 -0.47
C 3.343 -4.630 3.446 -0.26
H 3.617 -3.132 6.480 0.44
H 3.494 -5.480 7.210 0.37
H 3.271 -7.286 5.539 0.37
H 3.185 -6.741 3.132 0.37
H 3.300 -4.395 2.392 0.45
```

(3)
Molecular formula: C23H32CsN4O9S
Method: DFT, ωB97M-V with the def2-TZVPD basis set

ΔE to the lowest compared entry with this formula, charge and spin	2.2	kJ/mol
largest force on an atom	0.5	eV/Å
LUMO energy	1.863	eV
net charge	-1
Kohn-Sham gap	0.19655	Ha
HOMO energy	-0.12809	Ha

```
70
Properties=species:S:1:pos:R:3:mulliken_charge:R:1
Cs -0.972 1.288 1.549 1.04
C 2.845 -0.958 -2.758 -1.24
N 1.902 0.106 -2.489 0.28
C 1.439 0.889 -3.620 -1.13
C 1.695 0.623 -1.238 0.39
O 1.120 1.674 -1.057 -0.61
C 2.175 -0.242 -0.077 -0.56
O 2.041 0.482 1.111 -0.12
C 2.041 -0.367 2.234 -0.56
C 1.802 0.477 3.482 0.53
O 1.735 1.694 3.417 -0.66
N 1.647 -0.216 4.637 0.15
C 1.631 -1.665 4.734 -0.94
C 1.171 0.482 5.814 -1.09
H 2.602 -1.405 -3.722 0.43
H 2.780 -1.747 -2.011 0.46
H 3.881 -0.601 -2.805 0.31
H 1.187 0.216 -4.440 0.39
H 2.197 1.601 -3.963 0.36
H 0.552 1.442 -3.323 0.27
H 3.219 -0.550 -0.221 0.38
H 1.554 -1.152 -0.067 0.37
H 3.001 -0.896 2.321 0.33
H 1.234 -1.106 2.154 0.33
H 2.174 -2.123 3.912 0.27
H 0.607 -2.043 4.719 0.30
H 2.127 -1.958 5.662 0.37
H 1.202 1.551 5.629 0.33
H 1.801 0.241 6.674 0.32
H 0.144 0.183 6.036 0.33
C 1.685 -6.460 -3.209 -1.41
C 0.760 -5.365 -2.753 0.82
C -0.386 -5.657 -2.017 -0.80
C -1.228 -4.649 -1.576 -0.64
C -0.919 -3.332 -1.875 -0.17
C 0.211 -3.015 -2.609 -0.04
C 1.043 -4.033 -3.046 -0.70
S -1.966 -2.027 -1.299 1.22
O -1.585 -0.823 -1.981 -0.63
O -3.325 -2.495 -1.355 -0.74
N -1.402 -1.888 0.267 -0.06
C -2.186 -2.254 1.205 -0.06
C -1.670 -2.359 2.647 0.18
O -2.044 -3.406 3.189 -0.74
O -0.923 -1.442 3.044 -0.58
H 1.209 -7.437 -3.135 0.37
H 2.588 -6.482 -2.596 0.29
H 1.995 -6.309 -4.244 0.36
H -0.622 -6.689 -1.786 0.32
H -2.119 -4.879 -1.007 0.45
H 0.414 -1.975 -2.833 0.65
H 1.927 -3.792 -3.628 0.35
H -3.197 -2.614 1.003 0.47
H -4.172 1.053 1.872 0.26
O -4.009 1.894 1.435 -0.39
O -3.360 2.643 2.537 -0.77
C -2.954 7.977 -1.253 -1.36
C -2.312 6.705 -0.772 1.17
C -2.934 5.874 0.145 -0.85
C -2.306 4.707 0.572 -0.33
N -1.100 4.345 0.126 -0.19
C -0.502 5.139 -0.760 -0.38
C -1.057 6.315 -1.234 -0.60
H -3.966 8.077 -0.864 0.35
H -3.002 8.004 -2.344 0.31
H -2.380 8.849 -0.931 0.29
H -3.915 6.117 0.536 0.32
H -2.780 4.035 1.301 0.46
H 0.471 4.808 -1.110 0.39
H -0.518 6.918 -1.956 0.36
```

Copy entry 3 word for word.
Molecular formula: C23H32CsN4O9S
Method: DFT, ωB97M-V with the def2-TZVPD basis set

ΔE to the lowest compared entry with this formula, charge and spin	2.2	kJ/mol
largest force on an atom	0.5	eV/Å
LUMO energy	1.863	eV
net charge	-1
Kohn-Sham gap	0.19655	Ha
HOMO energy	-0.12809	Ha

```
70
Properties=species:S:1:pos:R:3:mulliken_charge:R:1
Cs -0.972 1.288 1.549 1.04
C 2.845 -0.958 -2.758 -1.24
N 1.902 0.106 -2.489 0.28
C 1.439 0.889 -3.620 -1.13
C 1.695 0.623 -1.238 0.39
O 1.120 1.674 -1.057 -0.61
C 2.175 -0.242 -0.077 -0.56
O 2.041 0.482 1.111 -0.12
C 2.041 -0.367 2.234 -0.56
C 1.802 0.477 3.482 0.53
O 1.735 1.694 3.417 -0.66
N 1.647 -0.216 4.637 0.15
C 1.631 -1.665 4.734 -0.94
C 1.171 0.482 5.814 -1.09
H 2.602 -1.405 -3.722 0.43
H 2.780 -1.747 -2.011 0.46
H 3.881 -0.601 -2.805 0.31
H 1.187 0.216 -4.440 0.39
H 2.197 1.601 -3.963 0.36
H 0.552 1.442 -3.323 0.27
H 3.219 -0.550 -0.221 0.38
H 1.554 -1.152 -0.067 0.37
H 3.001 -0.896 2.321 0.33
H 1.234 -1.106 2.154 0.33
H 2.174 -2.123 3.912 0.27
H 0.607 -2.043 4.719 0.30
H 2.127 -1.958 5.662 0.37
H 1.202 1.551 5.629 0.33
H 1.801 0.241 6.674 0.32
H 0.144 0.183 6.036 0.33
C 1.685 -6.460 -3.209 -1.41
C 0.760 -5.365 -2.753 0.82
C -0.386 -5.657 -2.017 -0.80
C -1.228 -4.649 -1.576 -0.64
C -0.919 -3.332 -1.875 -0.17
C 0.211 -3.015 -2.609 -0.04
C 1.043 -4.033 -3.046 -0.70
S -1.966 -2.027 -1.299 1.22
O -1.585 -0.823 -1.981 -0.63
O -3.325 -2.495 -1.355 -0.74
N -1.402 -1.888 0.267 -0.06
C -2.186 -2.254 1.205 -0.06
C -1.670 -2.359 2.647 0.18
O -2.044 -3.406 3.189 -0.74
O -0.923 -1.442 3.044 -0.58
H 1.209 -7.437 -3.135 0.37
H 2.588 -6.482 -2.596 0.29
H 1.995 -6.309 -4.244 0.36
H -0.622 -6.689 -1.786 0.32
H -2.119 -4.879 -1.007 0.45
H 0.414 -1.975 -2.833 0.65
H 1.927 -3.792 -3.628 0.35
H -3.197 -2.614 1.003 0.47
H -4.172 1.053 1.872 0.26
O -4.009 1.894 1.435 -0.39
O -3.360 2.643 2.537 -0.77
C -2.954 7.977 -1.253 -1.36
C -2.312 6.705 -0.772 1.17
C -2.934 5.874 0.145 -0.85
C -2.306 4.707 0.572 -0.33
N -1.100 4.345 0.126 -0.19
C -0.502 5.139 -0.760 -0.38
C -1.057 6.315 -1.234 -0.60
H -3.966 8.077 -0.864 0.35
H -3.002 8.004 -2.344 0.31
H -2.380 8.849 -0.931 0.29
H -3.915 6.117 0.536 0.32
H -2.780 4.035 1.301 0.46
H 0.471 4.808 -1.110 0.39
H -0.518 6.918 -1.956 0.36
```

Among the records above, which one has the lowest largest force on an atom? C23H32CsN4O9S

Which value of largest force on an atom does entry 3 give? 0.5 eV/Å

What is the Kohn-Sham gap in the second record? 0.30479 Ha